Entry 1:
{
  "formula": "C29H21N6Pd",
  "method": "the ωB97M-V functional and the def2-TZVPD basis",
  "symbols": ["Pd", "C", "C", "C", "C", "N", "C", "C", "C", "C", "C", "C", "N", "C", "C", "C", "C", "C", "N", "H", "H", "H", "H", "H", "H", "H", "H", "H", "H", "H", "C", "C", "C", "C", "C", "C", "C", "C", "N", "H", "H", "H", "H", "H", "H", "N", "C", "C", "C", "C", "N", "C", "C", "H", "H", "H", "H"],
  "xyz": [[0.003, 0.732, -0.109], [-4.124, -0.274, -2.170], [-3.730, -0.730, -3.411], [-2.380, -0.907, -3.671], [-1.458, -0.612, -2.681], [-1.833, -0.129, -1.498], [-3.131, 0.019, -1.250], [0.028, -0.871, -2.911], [0.496, -1.579, -4.010], [1.860, -1.781, -4.126], [2.720, -1.295, -3.156], [2.169, -0.603, -2.086], [0.865, -0.416, -1.995], [3.022, -0.055, -0.943], [4.404, -0.124, -1.006], [5.155, 0.328, 0.069], [4.506, 0.824, 1.180], [3.122, 0.869, 1.152], [2.395, 0.456, 0.117], [-5.166, -0.137, -1.913], [-4.464, -0.950, -4.175], [-2.064, -1.262, -4.642], [-3.382, 0.393, -0.264], [-0.176, -1.977, -4.755], [2.257, -2.329, -4.972], [3.784, -1.464, -3.238], [4.905, -0.517, -1.879], [6.236, 0.285, 0.033], [5.046, 1.174, 2.050], [2.561, 1.247, 1.999], [0.029, 2.637, -0.688], [-0.620, 2.778, 0.623], [0.147, 2.913, 1.781], [-0.449, 2.874, 3.033], [-1.825, 2.714, 3.122], [-2.612, 2.627, 1.980], [-2.005, 2.660, 0.734], [-2.456, 2.635, 4.433], [-2.938, 2.539, 5.471], [1.045, 3.004, -0.777], [-0.583, 2.818, -1.564], [1.215, 3.062, 1.684], [0.144, 2.973, 3.932], [-3.687, 2.538, 2.069], [-2.599, 2.605, -0.169], [-1.047, -5.097, 4.538], [-0.874, -4.216, 3.822], [-0.659, -3.104, 2.909], [-1.205, -1.857, 3.175], [-0.976, -0.837, 2.272], [-0.249, -1.007, 1.161], [0.274, -2.208, 0.917], [0.095, -3.286, 1.762], [-1.797, -1.684, 4.063], [-1.382, 0.152, 2.441], [0.856, -2.302, 0.009], [0.532, -4.247, 1.529]],
  "lowdin_charge": [0.807, -0.035, -0.036, -0.003, -0.193, 0.071, -0.124, -0.182, 0.007, -0.022, 0.006, -0.191, 0.097, -0.194, -0.001, -0.034, -0.036, -0.116, 0.065, 0.116, 0.120, 0.109, 0.102, 0.110, 0.122, 0.109, 0.108, 0.121, 0.117, 0.102, -0.139, -0.369, -0.037, -0.017, -0.238, -0.025, -0.045, -0.165, 0.175, 0.069, 0.071, 0.109, 0.129, 0.129, 0.112, 0.190, -0.149, -0.199, 0.018, -0.086, -0.034, -0.101, 0.012, 0.133, 0.096, 0.109, 0.130],
  "total_charge": 1,
  "total_energy_ha": -1573.9208,
  "lumo_energy_ev": [-3.4008, -3.3997],
  "max_force_ev_per_a": 1.3,
  "homo_lumo_gap_ev": [7.374, 7.372],
  "homo_ev": [-10.8, -10.8]
}

---

Entry 2:
{
  "formula": "C8H14N3O",
  "method": "the ωB97M-V functional and the def2-TZVPD basis",
  "symbols": ["C", "C", "C", "C", "C", "C", "C", "C", "N", "N", "N", "O", "H", "H", "H", "H", "H", "H", "H", "H", "H", "H", "H", "H", "H", "H"],
  "xyz": [[0.335, 1.994, -1.426], [1.104, -0.065, 3.361], [-0.688, 1.422, 1.688], [0.850, 0.881, -0.977], [0.343, -0.596, 2.373], [-1.752, 0.059, -0.914], [1.400, -1.927, -1.115], [-0.118, -0.149, -0.558], [-1.988, -0.541, -2.160], [0.126, -1.404, -0.714], [-0.110, 0.343, 1.381], [-2.530, 0.497, -0.128], [0.874, 2.934, -1.767], [-0.746, 2.404, -1.310], [1.349, -0.776, 4.097], [1.185, 0.996, 3.537], [-1.072, 2.122, 1.040], [-0.794, 1.772, 2.710], [1.876, 0.762, -1.164], [0.023, -1.587, 2.222], [1.380, -1.958, -2.199], [2.297, -1.442, -0.850], [1.326, -2.947, -0.804], [-1.196, -0.515, -2.897], [-2.808, -0.189, -2.562], [-0.666, -2.090, -0.862]],
  "lowdin_charge": [0.044, 0.078, 0.080, -0.106, -0.116, -0.425, -0.033, -0.245, 0.162, -0.011, -0.007, 0.119, 0.104, 0.114, 0.054, 0.072, 0.066, 0.115, 0.104, 0.100, 0.102, 0.085, 0.095, 0.165, 0.090, 0.193],
  "total_charge": 1,
  "total_energy_ha": -552.3690,
  "lumo_energy_ev": -3.2049,
  "max_force_ev_per_a": 5.4,
  "homo_lumo_gap_ev": 9.932,
  "homo_ev": -13.1
}

---

Entry 3:
{
  "formula": "C5H4N2",
  "method": "the ωB97M-V functional and the def2-TZVPD basis",
  "symbols": ["C", "C", "C", "C", "C", "N", "N", "H", "H", "H", "H"],
  "xyz": [[-1.206, 0.739, -0.587], [-0.683, 1.081, 0.746], [0.405, 0.202, 0.992], [1.303, -0.319, -0.025], [0.636, -0.538, -1.177], [-0.666, -0.095, -1.421], [-0.169, -0.568, 1.875], [-2.139, 1.207, -0.895], [2.341, -0.586, 0.138], [1.080, -1.086, -2.003], [-0.903, -0.036, 2.359]],
  "lowdin_charge": [-0.165, 0.068, -0.422, 0.000, -0.127, 0.077, 0.204, 0.092, 0.112, 0.107, 0.055],
  "total_energy_ha": -302.2435,
  "lumo_energy_ev": [-1.6454, -1.6453],
  "max_force_ev_per_a": 0.4,
  "homo_lumo_gap_ev": [7.474, 7.475],
  "homo_ev": [-9.1, -9.1]
}

---

Entry 4:
{
  "formula": "C19H25FN4O2S",
  "method": "the ωB97M-V functional and the def2-TZVPD basis",
  "symbols": ["C", "C", "S", "O", "O", "N", "C", "C", "C", "C", "C", "C", "N", "C", "N", "C", "C", "N", "C", "C", "C", "C", "C", "C", "F", "C", "C", "H", "H", "H", "H", "H", "H", "H", "H", "H", "H", "H", "H", "H", "H", "H", "H", "H", "H", "H", "H", "H", "H", "H", "H", "H"],
  "xyz": [[-3.435, -3.256, 0.354], [-3.547, -2.231, -0.749], [-4.380, -0.771, -0.081], [-4.392, 0.268, -1.074], [-5.629, -1.175, 0.497], [-3.373, -0.339, 1.196], [-2.590, 0.872, 1.070], [-1.548, 0.745, -0.053], [-0.720, 2.015, -0.146], [-0.154, 2.652, 0.954], [0.630, 3.778, 0.761], [0.827, 4.232, -0.534], [0.285, 3.648, -1.589], [-0.467, 2.581, -1.395], [-0.794, -0.495, 0.050], [0.015, -0.761, 1.219], [1.469, -0.263, 1.134], [2.073, -0.804, -0.064], [3.440, -1.013, -0.150], [3.941, -1.886, -1.125], [5.285, -2.181, -1.223], [6.194, -1.627, -0.337], [5.736, -0.763, 0.639], [4.390, -0.461, 0.717], [4.023, 0.434, 1.675], [1.337, -0.406, -1.248], [-0.101, -0.932, -1.144], [-2.786, -2.876, 1.137], [-3.030, -4.193, -0.023], [-4.421, -3.440, 0.774], [-4.161, -2.573, -1.578], [-2.581, -1.891, -1.101], [-3.915, -0.372, 2.046], [-2.116, 1.055, 2.036], [-3.223, 1.737, 0.825], [-2.122, 0.660, -0.983], [-0.315, 2.281, 1.956], [1.081, 4.287, 1.598], [1.439, 5.100, -0.741], [-0.896, 2.147, -2.289], [-0.465, -0.340, 2.101], [0.043, -1.851, 1.337], [2.002, -0.636, 2.009], [1.504, 0.835, 1.141], [3.247, -2.354, -1.806], [5.624, -2.861, -1.990], [7.245, -1.859, -0.406], [6.409, -0.296, 1.341], [1.814, -0.811, -2.139], [1.327, 0.692, -1.336], [-0.665, -0.631, -2.029], [-0.055, -2.028, -1.109]],
  "lowdin_charge": [-0.126, -0.271, 0.629, -0.296, -0.300, -0.118, -0.187, -0.274, -0.159, -0.041, -0.049, -0.147, 0.070, -0.110, -0.128, -0.136, -0.136, -0.088, -0.167, -0.022, -0.095, -0.096, -0.020, -0.198, 0.041, -0.124, -0.155, 0.065, 0.079, 0.073, 0.106, 0.066, 0.110, 0.110, 0.133, 0.121, 0.113, 0.104, 0.104, 0.121, 0.115, 0.128, 0.129, 0.108, 0.109, 0.102, 0.100, 0.117, 0.117, 0.121, 0.125, 0.126],
  "total_energy_ha": -1606.5379,
  "smiles": "CCS(=O)(=O)NC[C@@H](c1cccnc1)N1CCN(c2ccccc2F)CC1",
  "lumo_energy_ev": 0.5581,
  "max_force_ev_per_a": 0.9,
  "homo_lumo_gap_ev": 8.447,
  "homo_ev": -7.9
}